{
  "formula": "C3H9N3O",
  "method": "ωB97M-V/def2-TZVPD",
  "homo_lumo_gap_ev": 10.3473,
  "mol_weight_g_mol": 103.125,
  "multiplicity": 1,
  "total_energy_ev": -9774.9117,
  "species": ["O", "C", "N", "C", "N", "C", "N", "H", "H", "H", "H", "H", "H", "H", "H", "H"],
  "positions_angstrom": [[1.7123, 1.7136, 0.6940], [0.7142, 1.4828, 0.0316], [-0.1668, 2.4510, -0.2997], [0.4534, 0.0752, -0.4710], [-0.8471, -0.4323, -0.0503], [-1.0143, -1.8371, -0.3824], [-0.3322, -2.7080, 0.5446], [-0.1278, 3.3345, 0.0920], [-1.0273, 2.2618, -0.7862], [0.5066, 0.0521, -1.5563], [1.2954, -0.5082, -0.1110], [-0.9088, -0.3257, 0.9563], [-2.0621, -2.0799, -0.5693], [-0.5731, -1.9616, -1.3769], [-0.9082, -2.9422, 1.3417], [0.0093, -3.5766, 0.1617]],
  "forces_ev_per_angstrom": [[-0.22, 0.10, -0.06], [0.71, -0.02, 0.33], [-1.03, -1.42, -1.16], [-0.01, 0.02, 0.08], [-0.24, 0.24, -0.08], [0.30, 0.04, -1.01], [0.09, -0.25, 0.49], [0.57, 1.73, 0.97], [0.12, -0.46, 0.03], [-0.13, 0.13, -0.27], [0.12, -0.21, 0.21], [-0.13, -0.02, 0.03], [-0.27, 0.13, 0.56], [0.16, -0.09, 0.11], [-0.03, 0.04, 0.02], [-0.03, 0.05, -0.25]],
  "nbo_charge": [-0.61, 0.66, -0.81, -0.32, -0.63, -0.06, -0.86, 0.39, 0.40, 0.20, 0.21, 0.36, 0.17, 0.18, 0.36, 0.37]
}


{
  "formula": "C3H9N3O",
  "method": "ωB97M-V/def2-TZVPD",
  "homo_lumo_gap_ev": 10.1298,
  "mol_weight_g_mol": 103.125,
  "multiplicity": 1,
  "total_energy_ev": -9774.2256,
  "species": ["O", "C", "N", "C", "N", "C", "N", "H", "H", "H", "H", "H", "H", "H", "H", "H"],
  "positions_angstrom": [[-0.5358, -1.3783, -0.5215], [-0.5723, -0.1797, -0.3417], [0.5436, 0.6133, -0.2392], [1.8478, -0.0496, -0.2713], [2.9540, 0.8423, -0.1784], [-1.8433, 0.3868, 0.2259], [-2.3971, -0.3408, 1.3660], [0.5912, 1.5231, -0.6539], [1.8470, -0.6387, -1.2168], [1.8416, -0.8559, 0.4728], [2.7278, 1.8224, -0.1057], [3.6121, 0.7537, -0.9244], [-1.8188, 1.4317, 0.5384], [-2.5460, 0.2803, -0.6281], [-3.3351, -0.0474, 1.5944], [-2.5155, -1.3025, 1.0512]],
  "forces_ev_per_angstrom": [[0.48, -0.14, -0.52], [0.01, -0.25, 2.45], [1.08, -0.27, 0.06], [-1.00, -1.80, -1.60], [0.32, 0.65, 0.42], [-2.23, 1.00, -1.14], [0.78, -1.29, -0.10], [-0.62, 0.48, 0.09], [0.53, 0.34, 0.26], [0.00, 0.52, 0.36], [-0.23, -0.02, 0.26], [0.18, -0.23, -0.39], [0.45, 0.05, -0.41], [0.07, 0.50, 0.13], [-0.04, 0.50, -0.16], [0.22, -0.04, 0.29]],
  "nbo_charge": [-0.59, 0.66, -0.63, -0.05, -0.84, -0.30, -0.81, 0.39, 0.17, 0.19, 0.36, 0.37, 0.20, 0.18, 0.36, 0.36]
}


{
  "formula": "C3H9N3O",
  "method": "ωB97M-V/def2-TZVPD",
  "homo_lumo_gap_ev": 9.7694,
  "mol_weight_g_mol": 103.125,
  "multiplicity": 1,
  "total_energy_ev": -9771.8467,
  "species": ["C", "C", "C", "N", "N", "N", "O", "H", "H", "H", "H", "H", "H", "H", "H", "H"],
  "positions_angstrom": [[0.9178, -1.7608, -0.6172], [1.1598, -0.5523, -0.2836], [0.0139, 0.5364, 0.0610], [0.3421, 1.8267, -0.4714], [-1.2842, 0.0856, -0.5787], [-0.2107, 0.6207, 1.5151], [-1.9629, -0.9911, 0.1460], [1.7887, -2.4341, -0.7870], [-0.0554, -2.2057, -0.8347], [2.2519, -0.2937, -0.1537], [-0.2330, 2.4883, 0.0605], [0.0407, 1.8554, -1.4445], [-1.0023, -0.5770, -1.3779], [-2.0197, -0.6650, 1.0864], [-0.4575, 1.5839, 1.7400], [0.7106, 0.4827, 1.9398]],
  "forces_ev_per_angstrom": [[0.20, -3.78, -1.52], [0.53, 4.20, 1.85], [0.41, -2.23, -0.20], [-0.11, 0.21, 0.11], [0.24, -1.84, -1.08], [0.99, -0.02, -0.57], [0.21, 0.86, 1.56], [-0.81, 0.44, 0.11], [0.17, 0.22, 0.37], [-1.44, 0.29, 0.06], [0.21, 0.00, -0.71], [0.10, 0.23, 0.14], [-0.34, 2.00, 1.01], [0.23, -0.28, -1.28], [-0.12, -0.21, 0.04], [-0.49, -0.09, 0.12]],
  "nbo_charge": [-0.39, -0.23, 0.34, -0.82, -0.36, -0.84, -0.61, 0.20, 0.21, 0.21, 0.35, 0.37, 0.35, 0.48, 0.36, 0.38]
}


{
  "formula": "C3H9N3O",
  "method": "ωB97M-V/def2-TZVPD",
  "homo_lumo_gap_ev": [6.9343, 8.2730],
  "s_squared": 2.01,
  "mol_weight_g_mol": 103.125,
  "multiplicity": 3,
  "total_energy_ev": -9769.1289,
  "species": ["C", "C", "C", "N", "N", "N", "O", "H", "H", "H", "H", "H", "H", "H", "H", "H"],
  "positions_angstrom": [[1.5702, -1.2082, -0.0282], [-2.4094, 0.2063, 0.4728], [-1.2957, 1.1921, 0.1538], [1.0177, -1.3694, 1.1012], [-0.6542, 0.9860, -0.9733], [2.5938, -0.5035, -0.4052], [0.3784, 1.5730, -1.3805], [-2.8798, 0.4132, 1.3507], [-1.9227, -0.7884, 0.6010], [-3.1704, 0.2308, -0.2125], [-0.8633, 1.8687, 0.9332], [1.2260, -1.8669, -0.8452], [1.4187, -0.6633, 1.8009], [-1.0621, 0.3001, -1.5131], [2.9498, -0.4393, -1.3036], [3.1030, 0.0687, 0.2479]],
  "forces_ev_per_angstrom": [[-1.91, -2.84, -0.57], [4.25, -0.15, -0.31], [-3.05, 2.02, 6.68], [0.22, 1.69, 1.64], [1.50, -0.99, -3.18], [2.37, 2.32, 1.32], [1.44, 1.14, -0.16], [-0.95, 0.83, 2.75], [-0.54, 0.19, -0.40], [-1.70, -0.36, -2.31], [-0.31, -0.86, -1.02], [-0.17, 0.26, 0.24], [-0.56, -1.25, -1.00], [-0.57, -1.84, -2.03], [0.18, -0.22, -1.86], [-0.20, 0.06, 0.22]],
  "nbo_charge": [0.29, -0.68, 0.00, -0.73, -0.23, -0.79, -0.28, 0.23, 0.23, 0.21, 0.19, 0.15, 0.31, 0.33, 0.40, 0.38]
}


{
  "formula": "C3H9N3O2",
  "method": "ωB97M-V/def2-TZVPD",
  "homo_lumo_gap_ev": [9.2381, 8.4721],
  "mol_weight_g_mol": 119.124,
  "multiplicity": 1,
  "total_energy_ev": -11817.7679,
  "species": ["C", "N", "N", "N", "H", "H", "H", "H", "H", "C", "C", "O", "O", "H", "H", "H", "H"],
  "positions_angstrom": [[-0.8678, -1.9401, 1.2545], [0.0762, -0.9154, 0.9035], [1.3743, -1.4460, 0.7809], [1.4899, -1.0908, -0.4966], [2.0195, -1.1028, 1.4994], [2.2633, -0.4143, -0.6221], [-0.4711, -2.5913, 2.0467], [-1.7938, -1.4583, 1.5708], [-1.0889, -2.5776, 0.3902], [-0.9472, 1.5043, -1.4593], [0.1618, 2.2673, -0.7620], [0.6383, 1.6907, 0.3610], [0.6175, 3.3064, -1.1602], [0.1885, 0.8295, 0.5563], [-1.2061, 2.0076, -2.3867], [-0.6307, 0.4805, -1.6667], [-1.8237, 1.4502, -0.8098]],
  "forces_ev_per_angstrom": [[-0.11, -0.07, 0.23], [-0.72, -0.37, 1.07], [-0.39, 0.55, -0.42], [1.06, 0.13, -0.48], [-0.09, -0.01, -0.28], [0.14, -0.35, 0.03], [-0.03, 0.07, -0.08], [0.03, -0.06, -0.02], [0.06, 0.05, -0.01], [0.06, 0.03, 0.06], [0.07, -0.06, -0.05], [-0.15, 0.11, -0.06], [-0.09, -0.21, 0.11], [0.10, 0.11, -0.17], [0.00, 0.02, 0.06], [0.04, 0.03, 0.03], [0.02, 0.03, -0.02]],
  "nbo_charge": [-0.47, -0.20, -0.29, -0.31, 0.37, 0.32, 0.20, 0.21, 0.23, -0.75, 0.79, -0.73, -0.58, 0.50, 0.24, 0.24, 0.23]
}


{
  "formula": "C3H9N3O3S",
  "method": "ωB97M-V/def2-TZVPD",
  "homo_lumo_gap_ev": 10.0957,
  "mol_weight_g_mol": 167.190,
  "multiplicity": 1,
  "total_energy_ev": -24703.4361,
  "species": ["C", "C", "C", "N", "N", "N", "O", "O", "O", "S", "H", "H", "H", "H", "H", "H", "H", "H", "H"],
  "positions_angstrom": [[-0.5690, 1.3313, 0.0895], [0.1127, -2.2298, -0.6397], [-0.1863, -0.9702, 0.1516], [-1.8309, 1.8639, -0.0947], [0.3824, 2.0220, 0.4910], [-0.3762, 0.1100, -0.3843], [3.1397, 1.4787, 0.6317], [2.6403, -0.1406, -1.3626], [2.1836, -0.7390, 0.9882], [3.2092, -0.1071, 0.2012], [0.5845, -1.8348, -1.5036], [0.5791, -3.0473, -0.1759], [-0.8496, -2.5912, -0.9659], [-0.3352, -1.2563, 1.2969], [-2.0868, 2.5325, 0.5717], [-2.3867, 1.4972, -0.8082], [0.0433, 2.9205, 0.9424], [2.3118, 1.8714, 0.8728], [1.7695, 0.2317, -1.3327]],
  "forces_ev_per_angstrom": [[-2.22, 1.27, -0.32], [-1.45, 2.05, -0.48], [-0.21, -4.39, 3.90], [1.29, -1.00, 0.51], [2.01, 2.63, 3.10], [0.22, -0.03, -2.88], [2.78, -1.52, -1.11], [1.57, 0.04, 1.03], [-0.25, -0.83, 0.55], [-0.21, 1.82, -0.30], [0.85, -0.39, -1.02], [1.02, -0.55, 0.91], [-0.59, -0.20, -0.20], [0.25, 1.36, -1.94], [-0.87, 1.03, 0.32], [-1.24, -0.43, -0.58], [0.57, -1.15, -1.29], [-2.11, -0.19, -0.03], [-1.39, 0.49, -0.16]],
  "nbo_charge": [0.58, -0.67, 0.30, -0.85, -0.79, -0.54, -0.93, -0.89, -0.97, 1.76, 0.23, 0.23, 0.23, 0.16, 0.39, 0.40, 0.34, 0.53, 0.49]
}